No. 1
104
Properties=species:S:1:pos:R:3:forces:R:3 method="wB97M-V/def2-TZVPD" gap_ev="6.293 / 3.909" spin_multiplicity=2 molar_mass_g_mol=984.53 homo_ev="-12.074 / -12.070" relative_energy_kcal_mol=13.4 fmax_ha_per_bohr=0.0477 e_tot_ev=-237459.783 lumo_energy_ev="-5.78 / -8.16" total_charge=+2
In 14.6591 9.6899 14.5044 0.7892 0.4018 -1.1483
Se 13.8880 9.8985 16.8705 -0.3249 -0.5963 1.0774
Ge 11.5203 10.2317 9.5648 -1.0464 0.5286 -1.1628
Cl 9.5917 12.7699 11.4665 -0.1832 0.7011 -0.3893
Cl 11.9943 8.4564 13.4869 0.0245 -0.2516 0.5123
S 12.1154 10.8847 11.6288 0.8662 0.8777 0.5830
S 16.5435 11.7455 14.5525 -0.2557 -0.3917 -0.8417
Si 10.3912 8.1494 9.3414 -1.0167 -1.0173 0.1049
Si 13.7620 10.0398 8.9225 0.7150 -1.0547 0.5891
Si 10.3410 11.9879 8.0814 0.7550 -0.5067 0.1170
N 14.9673 12.4448 17.6519 -1.0127 1.3933 -1.3852
N 18.1800 10.5983 12.7594 -0.7878 0.5373 1.2380
N 16.8926 12.2493 11.8995 -0.8403 0.8580 0.5684
N 13.1848 12.5808 16.3598 0.4480 -0.7893 0.9793
C 14.6941 13.8176 17.4363 0.7366 -0.6889 1.1099
C 10.9407 11.6176 6.2970 0.0087 0.2491 -0.1514
C 17.2706 11.5424 12.9479 -0.5720 -0.2824 -0.1679
C 12.2036 12.2074 15.3843 -0.2758 0.3688 -0.9650
C 9.9218 13.0045 16.2509 -1.1096 -0.1326 -0.7810
C 9.5541 11.4334 12.5165 1.2710 0.0178 -0.6173
C 9.6318 13.9658 15.0580 -0.1827 -1.2058 -0.5849
C 13.7574 16.1824 16.4721 0.6066 -0.9502 1.6773
C 15.3971 14.9685 17.8689 -1.1808 -0.3175 -1.3680
C 8.4070 11.1152 13.1512 -0.2337 -0.7181 1.4508
C 10.4508 7.9873 7.4113 -0.6057 -1.0220 1.4704
C 9.4880 9.2283 14.1845 0.9490 -0.3613 -0.2215
C 10.6575 9.5809 13.5104 -0.4506 -0.1835 -0.7496
C 14.9656 9.8611 20.4936 -0.3380 -0.4176 -0.6755
C 8.5509 8.1514 9.9549 0.8041 0.4867 0.6006
C 15.7109 12.2173 19.9299 -1.2160 0.2115 0.6890
C 16.0335 11.9685 18.4739 1.2024 -0.1289 0.6149
C 17.4594 12.2524 10.5512 0.2589 0.4404 0.7503
C 14.5407 11.3557 20.4565 0.7480 -1.1152 -0.4113
C 14.9048 16.1438 17.3378 0.1892 0.8262 -0.6928
C 14.4036 11.8341 8.9841 0.8602 -0.9267 0.7090
C 13.9465 9.0237 7.3329 0.2585 1.7344 -0.1592
C 12.9885 15.0383 16.2684 1.2021 1.8385 -0.6843
C 14.0340 11.7549 16.9763 0.6564 -0.4115 0.1330
C 13.5365 13.8416 16.6746 0.5270 1.7126 0.2957
C 11.1484 6.5854 10.1803 0.7292 -0.1047 -0.5066
C 10.9529 13.7360 8.4961 -1.3422 1.0158 0.0209
C 10.7198 10.6753 12.6407 -0.1611 -0.9847 0.3190
C 8.4743 11.8487 8.2308 -0.8024 0.7827 -0.4544
C 10.8649 11.8345 15.9764 -0.6190 -0.3473 -0.4433
C 8.3971 10.0449 14.0469 -0.4681 0.0168 -0.6645
C 14.7151 8.9893 10.2715 0.9727 2.1216 -0.7540
H 13.4986 17.1320 16.0530 -0.3885 0.2661 -0.1324
H 7.9922 12.7438 7.6958 0.6042 -1.3090 0.6498
H 12.1898 6.2497 9.8517 -1.3367 0.6086 0.3250
H 15.4688 11.9257 8.7175 -0.4468 -0.0263 -0.0134
H 7.5606 11.7234 12.9871 -0.9339 0.4443 -0.0317
H 10.3767 14.6749 14.7044 0.1588 0.3822 0.7150
H 10.2833 14.1966 9.2733 0.4254 -0.3807 -0.7636
H 16.9940 12.4778 18.2326 -0.7839 -0.1732 -0.2326
H 15.6581 8.6059 9.8490 -0.3534 -0.1054 -0.0253
H 15.4770 17.0853 17.5047 -0.6453 -0.8395 -0.0725
H 13.7030 7.9940 7.4510 -0.3127 -0.8059 0.3188
H 10.2023 13.4728 17.1956 -0.1138 0.3717 -0.1564
H 18.4536 12.6620 10.6555 0.5481 -0.0581 -0.4082
H 9.5566 13.3357 14.1417 -0.3789 0.2567 0.6946
H 16.2899 13.0125 12.1364 -0.4324 0.2187 -0.0124
H 10.4553 5.7236 9.9880 0.5248 0.7562 0.2869
H 16.1790 10.9106 18.2766 -0.0252 -0.1089 -0.0399
H 8.0821 9.1096 9.6934 -0.0582 -0.2659 0.1236
H 11.7508 12.3218 6.0690 0.0557 -0.1517 0.1450
H 12.1306 15.1405 15.6573 -0.7744 -0.2481 -0.3775
H 12.6557 11.3250 14.8810 -0.6085 0.8246 -0.3411
H 14.2701 9.2234 21.0611 0.1373 0.3835 -0.1646
H 11.1916 6.8077 11.2632 -0.0766 -0.3593 -0.4177
H 15.4899 13.2852 20.0984 0.1817 -0.3282 -0.1260
H 14.2333 12.2776 9.9847 0.1217 -0.3845 -0.2945
H 15.0411 9.7143 11.0550 -0.3854 -0.5077 -0.1144
H 13.8275 12.4160 8.3189 -0.5891 0.7775 -0.9904
H 12.1106 13.1294 14.7473 0.1169 -1.3187 -0.0308
H 16.9001 12.9016 9.8684 -0.0330 -0.3103 0.5092
H 8.1241 10.9228 7.7671 0.0777 0.1293 -0.3930
H 8.0322 11.7861 9.2336 0.4421 0.3562 -0.0647
H 9.4354 8.2785 14.7032 0.0362 0.2323 0.2525
H 13.6144 11.5395 19.9066 0.0409 -0.1766 -0.2847
H 18.5037 10.1747 13.6166 0.5081 -0.3486 -0.5126
H 16.3176 14.9530 18.4092 0.2519 -0.1848 0.4404
H 18.6470 10.6304 11.8880 1.0091 -0.6211 -0.5225
H 14.1451 8.1963 10.6851 -0.5482 -0.7213 0.4405
H 9.6217 8.4376 6.8505 0.3323 -0.0535 0.2101
H 13.3662 9.4372 6.5021 0.0407 -0.0864 0.0739
H 10.9013 14.4241 7.6048 -0.0114 -0.7762 0.7073
H 10.2018 11.8184 5.5170 -0.3710 0.2420 0.2879
H 8.9323 12.5074 16.3988 0.6574 0.4549 0.3661
H 11.2871 10.6242 6.0113 0.0938 -0.1487 0.5129
H 16.5850 11.9708 20.4985 0.5769 -0.0338 0.4137
H 8.3195 7.8933 11.0201 0.5914 0.4733 -0.7076
H 10.3729 11.0702 15.3103 0.5809 1.0337 0.8663
H 15.0739 9.3747 19.5002 -0.1862 0.4202 0.4196
H 15.9468 9.7530 20.9557 -0.0077 0.1471 0.2014
H 11.4068 8.3975 7.1551 0.4115 0.1588 -0.6720
H 7.4960 9.7620 14.5417 -0.5550 -0.0006 0.2530
H 17.4652 11.2422 10.1991 0.0908 -0.5405 -0.5620
H 14.9902 9.0786 7.0381 0.2767 -0.0617 -0.1470
H 8.0755 7.3685 9.3985 -0.4201 -0.4317 -0.5843
H 11.9367 13.8414 8.9181 0.5918 -0.2782 0.0371
H 8.6550 14.4514 15.2091 0.5629 0.0583 -0.1205
H 10.4679 6.8807 7.2587 -0.0235 0.8077 -0.2336
H 14.2736 11.5637 21.4737 0.1476 0.7125 0.5831
H 11.0416 11.3888 16.9488 0.0517 -0.5855 0.0857



No. 2
61
Properties=species:S:1:pos:R:3:forces:R:3 method="wB97M-V/def2-TZVPD" gap_ev="6.546 / 6.235" spin_multiplicity=3 molar_mass_g_mol=581.30 homo_ev="-6.317 / -6.471" fmax_ha_per_bohr=0.0591 e_tot_ev=-48983.251 lumo_energy_ev="0.23 / -0.24"
W -0.2899 -0.4147 -0.1683 -0.4776 2.6475 1.4111
P 2.1669 -0.8195 -0.8134 -0.5119 -0.4507 0.0001
P -2.3753 0.9066 0.9513 0.1324 -0.2282 -1.2704
F -1.8656 -6.0496 1.9710 0.0833 0.5309 -0.1151
O 4.4368 1.4669 3.0975 -1.4338 0.1674 0.4916
N -0.8865 -0.0265 -1.8006 0.5064 -0.5089 -2.2964
C -2.5607 0.0548 -5.6462 0.0401 0.0550 0.2268
C -2.2740 -4.2105 0.5387 0.0110 0.1309 0.2229
C -0.6709 -2.3875 0.5129 -0.2446 0.3263 0.4789
C 1.7434 -1.8137 -2.3103 0.6603 -0.1968 -0.2241
C 3.2407 1.4663 3.3412 -0.3413 -0.6892 -0.9999
C -2.4663 2.7206 1.2252 -0.2644 0.3458 0.0393
C -0.3558 -4.2348 2.0681 -0.0630 0.4254 0.0090
C 2.4414 0.3008 3.9191 0.6229 -0.2039 0.0628
C -1.3300 0.0194 -3.1082 -0.5333 0.2623 0.2799
C -1.5038 -4.7989 1.5309 -0.0342 -0.8480 -0.1373
C 0.0301 -2.9825 1.5932 -0.6219 -0.4490 -0.8392
C -1.4245 1.2298 -3.8384 -0.1752 -0.3213 0.1226
C 3.4770 0.3330 -1.3911 -0.1959 0.0572 -0.0870
C -3.7599 0.5130 -0.1943 -0.8101 0.3050 0.1206
C -2.8235 0.2119 2.6073 -0.0644 0.1627 -0.0921
C 2.2173 2.5206 2.9527 0.4840 0.2348 -0.0029
C -2.4002 -1.1567 -4.9564 0.3120 0.2570 0.0524
C -1.7337 -1.1839 -3.7298 -0.3165 0.1768 0.0409
C -1.8702 -2.9668 0.0569 0.6196 -0.5584 0.3437
C -2.0556 1.2422 -5.0871 0.1923 -0.3159 0.0812
C 3.1434 -1.9347 0.2623 0.1543 -0.1358 -0.1830
H -3.7140 0.6494 3.0822 0.1876 0.0573 -0.3720
H 4.0623 -2.2253 -0.2753 -0.2705 0.0505 0.2893
H -2.2222 3.2522 0.2918 0.0488 -0.2699 0.3379
H -3.5378 0.8849 -1.2085 0.1843 -0.1459 0.4377
H 1.9807 0.6703 4.8401 -0.1544 -0.2436 -0.0675
H 3.4134 -1.4062 1.1925 -0.0966 -0.2215 -0.3660
H 2.6533 -2.2802 -2.7185 -0.1730 0.0684 0.0507
H -0.9200 -0.2968 1.3948 1.3756 -0.9640 1.6820
H -3.1675 -4.6948 0.1510 0.1617 -0.0359 0.2485
H -2.4970 -2.4289 -0.6532 0.2061 -0.2725 -0.0937
H 4.2317 -0.2527 -1.9437 -0.2727 0.2282 0.1935
H -1.0074 2.1282 -3.3685 -0.3443 -0.2511 -0.2837
H -1.9597 0.3788 3.2681 -0.2288 -0.0842 -0.2191
H 2.6251 3.2713 2.2914 0.1525 0.3066 -0.0107
H -4.7215 0.9614 0.1125 0.2600 -0.1957 -0.0068
H -1.5453 -2.1153 -3.1832 -0.2787 0.3187 -0.2378
H 1.4010 1.9972 2.4385 0.0768 0.2279 0.1330
H 1.6467 -0.0086 3.2091 0.3834 0.2653 0.4040
H -3.8896 -0.5789 -0.2586 0.1378 0.3714 0.0852
H 3.9655 0.8298 -0.5369 -0.2812 -0.1623 -0.3027
H 2.5587 -2.8342 0.5017 0.1808 0.3114 -0.0481
H 0.2146 -4.7355 2.8473 -0.2886 -0.0297 -0.0927
H -2.9766 -0.8708 2.5220 0.1553 0.1954 -0.0869
H -3.0648 0.0709 -6.6184 0.1798 0.0258 0.4338
H 1.0297 -2.6097 -2.0575 0.1740 0.2899 0.0747
H 3.0331 1.0835 -2.0611 0.2040 -0.1833 0.2385
H 3.0773 -0.5485 4.1387 0.1093 -0.1398 0.1424
H 1.8236 2.9746 3.8719 0.0013 0.0035 -0.2750
H -2.7946 -2.0878 -5.3690 0.1978 0.2847 0.0152
H -2.1623 2.1857 -5.6283 0.0678 -0.3100 0.1507
H 1.2917 -1.1847 -3.0912 0.1167 -0.0734 0.3869
H -3.4698 3.0594 1.5454 0.3639 -0.2802 -0.0562
H -1.7427 3.0037 2.0078 -0.1959 -0.0997 -0.3617
H 0.8573 -2.4506 2.0649 -0.0717 -0.2211 -0.1594



No. 3
13
Properties=species:S:1:pos:R:3:forces:R:3 method="wB97M-V/def2-TZVPD" smiles="C=N/C(Cl)=[NH+]/OC" gap_ev=8.057 spin_multiplicity=1 molar_mass_g_mol=121.55 homo_ev=-13.876 relative_energy_kcal_mol=118.7 fmax_ha_per_bohr=0.1253 e_tot_ev=-20747.219 lumo_energy_ev=-5.82 total_charge=+1
Cl -1.7188 1.6589 -0.3436 -0.0409 -0.3544 0.0012
O 1.1830 1.2276 0.2660 -0.9452 0.2797 0.5094
N -1.7514 -0.9632 -0.2633 0.3586 0.2352 -0.2683
N 0.4916 0.0967 -0.0587 -5.6330 -1.2587 -0.7892
C 2.5476 1.0159 -0.0798 0.6134 -0.1653 -0.3877
C -1.0885 0.1225 -0.1261 6.2642 1.4620 0.3583
C -2.7679 -1.5801 0.1249 -0.4499 -0.4677 0.2685
H 0.8386 -0.7596 0.3736 -0.0265 0.0616 0.1781
H -3.1628 -2.3771 -0.4955 0.0000 -0.0632 -0.0493
H 2.6531 0.8433 -1.1544 -0.0501 0.0602 0.1101
H -3.2578 -1.3728 1.0765 0.0949 0.0970 0.0279
H 2.9646 0.1638 0.4706 -0.0841 0.1288 0.0146
H 3.0686 1.9242 0.2098 -0.1016 -0.0153 0.0266



No. 4
29
Properties=species:S:1:pos:R:3:forces:R:3 method="wB97M-V/def2-TZVPD" smiles="COC1=C(C)S(=O)(=O)N2CCC[C@]12C" gap_ev=9.403 spin_multiplicity=1 molar_mass_g_mol=217.29 homo_ev=-8.830 relative_energy_kcal_mol=64.2 fmax_ha_per_bohr=0.1161 e_tot_ev=-28040.816 lumo_energy_ev=0.57
S 2.2912 0.4088 0.3297 -1.8026 1.6837 0.8561
O 3.3879 0.3984 -0.5080 3.1186 -0.9402 -3.6824
O 2.6220 0.8452 1.6183 -0.3684 0.6103 2.9686
O -1.5375 1.0834 -0.0601 1.1413 -1.8840 -0.0292
N 1.4960 -0.9828 0.3887 -1.5356 -1.8599 0.3928
C 1.6511 -1.8538 -0.7534 2.7217 -0.4475 -2.4056
C -1.8846 2.4221 -0.0098 1.4928 2.4869 1.6240
C 0.4745 -2.8406 -0.8447 0.5535 2.4719 3.1796
C -0.6299 -1.7859 -0.5452 -2.4851 0.3942 1.3065
C -0.4034 -0.9421 2.0524 -0.7297 -0.0058 -1.5156
C -0.2228 0.7503 0.1393 3.7211 0.4150 -3.0769
C 0.0418 -0.7669 0.5505 -1.5157 1.2201 -0.0513
C 1.3326 2.5831 -1.1935 -1.3215 -0.9926 -0.6712
C 1.0227 1.3807 -0.3500 -5.3303 -1.6321 2.1432
H -1.6394 -2.1816 -0.1624 1.7084 0.0986 0.2067
H -1.1161 -1.2439 -1.4239 1.7131 -0.3949 0.6472
H 2.7181 -2.2277 -0.7909 -1.3102 -0.2536 0.4379
H 0.3735 -3.2522 -1.7755 -0.1135 -0.9871 -2.4054
H 2.3865 2.7005 -1.1357 0.9891 0.2390 -0.5567
H 0.3721 -0.4324 2.6556 -0.3973 -0.7174 -0.0396
H -0.5487 -2.0585 2.2154 0.2168 1.5774 0.3774
H -2.9530 2.6030 0.0156 -0.1916 -0.6302 -0.3386
H -1.4178 3.0360 -0.8311 -0.4227 -0.6059 0.8082
H 1.6650 -1.2353 -1.6774 -0.4402 -0.1734 0.1705
H 0.8861 3.5149 -0.8807 -0.3121 0.1578 0.2827
H 0.6113 -3.6508 -0.0984 -0.5249 0.5907 -0.2180
H -1.3673 -0.3416 2.1540 1.0053 -1.1629 0.1172
H 0.9513 2.3449 -2.2359 0.8092 0.4942 1.0080
H -1.5097 2.7630 1.0211 -0.3897 0.2479 -1.5363